{
  "formula": "C34H30Br2N4P2Pt",
  "method": "ωB97M-V/def2-TZVPD",
  "charge": 2,
  "e_homo_ev": [-12.77, -12.77],
  "de_lowest_kj_mol": 86.8,
  "species": ["Pt", "Br", "C", "C", "C", "N", "C", "C", "C", "C", "C", "Br", "C", "C", "N", "H", "H", "H", "H", "H", "H", "N", "P", "C", "C", "C", "C", "C", "C", "C", "C", "C", "C", "C", "C", "P", "C", "C", "C", "C", "C", "C", "C", "C", "C", "C", "C", "C", "H", "H", "H", "H", "H", "H", "H", "H", "H", "H", "H", "H", "H", "H", "H", "H", "H", "H", "H", "H", "H", "N", "H", "H", "H"],
  "xyz": [[-0.46753, 0.61047, 0.00995], [-5.17534, -4.40974, 0.02850], [-3.85129, -3.09134, 0.04542], [-2.50751, -3.43536, 0.07544], [-1.58012, -2.41453, 0.08472], [-1.91163, -1.12216, 0.06334], [-3.20465, -0.79246, 0.03715], [-4.20343, -1.75110, 0.02125], [-3.47883, 0.64850, -0.01461], [-4.75123, 1.18090, 0.08451], [-4.92592, 2.55046, -0.04456], [-6.63544, 3.29223, 0.09785], [-3.82554, 3.36269, -0.27295], [-2.58536, 2.76730, -0.32610], [-2.41094, 1.44613, -0.20011], [-2.19645, -4.46951, 0.09792], [-0.52584, -2.65044, 0.11078], [-5.24724, -1.47991, -0.02005], [-5.60947, 0.55332, 0.26802], [-3.93620, 4.42922, -0.40208], [-1.69820, 3.35949, -0.48890], [0.93840, 3.18282, -0.01424], [0.58449, 2.31280, 1.40875], [2.19054, 2.23671, 2.24619], [2.86660, 3.43983, 2.46526], [4.13914, 3.42287, 3.01126], [4.73594, 2.21356, 3.35386], [4.05485, 1.02192, 3.16407], [2.78348, 1.03108, 2.60271], [-0.40487, 3.42888, 2.42455], [-0.61939, 3.07503, 3.75736], [-1.41187, 3.87371, 4.56386], [-1.99566, 5.02472, 4.04687], [-1.77431, 5.38362, 2.72582], [-0.98878, 4.58228, 1.90726], [0.68966, 2.23382, -1.40765], [0.18269, 3.50756, -2.58992], [-1.05655, 3.44418, -3.21916], [-1.48032, 4.50039, -4.01548], [-0.66809, 5.61226, -4.17715], [0.58368, 5.66207, -3.57212], [1.01589, 4.61144, -2.78119], [2.29224, 1.62897, -1.97522], [2.28045, 0.75445, -3.06612], [3.47122, 0.25228, -3.56478], [4.67689, 0.61783, -2.97486], [4.68990, 1.47660, -1.88560], [3.49881, 1.97833, -1.37433], [1.57943, 3.96858, -0.01502], [2.39154, 4.38638, 2.23000], [4.66145, 4.35564, 3.17788], [5.72812, 2.20755, 3.78447], [4.50486, 0.08283, 3.45774], [2.23929, 0.10259, 2.46852], [-0.15146, 2.18672, 4.16783], [-1.58214, 3.60055, 5.59660], [-2.61668, 5.64586, 4.67809], [-2.21172, 6.29087, 2.32968], [-0.80942, 4.87097, 0.87858], [-1.68254, 2.56842, -3.08726], [-2.44525, 4.45738, -4.50296], [-1.00286, 6.44243, -4.78441], [1.21917, 6.52486, -3.72069], [2.00071, 4.64657, -2.32790], [1.33406, 0.48013, -3.52258], [3.46431, -0.42105, -4.41155], [5.61014, 0.23778, -3.36801], [5.63255, 1.76378, -1.43874], [3.51592, 2.64053, -0.51589], [1.29770, -0.72455, -0.01658], [1.36471, -1.13784, -0.94340], [1.21994, -1.46499, 0.67320], [2.16162, -0.21525, 0.15880]],
  "forces_ev_per_a": [[-1.49, -2.03, -0.87], [0.07, 0.05, 0.00], [-0.08, 0.00, -0.02], [-0.01, 0.03, 0.05], [0.02, -0.12, 0.02], [1.01, 0.29, 0.05], [-0.20, 0.01, 0.03], [-0.09, -0.11, 0.02], [-0.13, -0.01, -0.07], [-0.02, 0.09, -0.05], [-0.12, 0.07, 0.05], [0.08, -0.04, -0.02], [-0.06, -0.10, -0.04], [-0.08, 0.11, -0.06], [1.64, 0.28, 0.61], [0.04, 0.01, -0.02], [-0.01, -0.03, -0.02], [0.01, 0.04, 0.00], [0.03, -0.05, -0.03], [0.07, 0.01, 0.03], [-0.02, -0.01, 0.05], [0.14, -0.14, -0.06], [0.10, 0.31, 0.03], [-0.15, -0.03, 0.00], [0.09, -0.14, 0.09], [-0.04, 0.07, -0.05], [-0.03, 0.02, 0.02], [-0.01, -0.11, -0.01], [-0.04, 0.09, -0.01], [0.07, 0.00, -0.04], [0.00, 0.06, 0.00], [-0.07, -0.04, 0.01], [0.03, 0.00, -0.03], [-0.06, 0.00, -0.03], [0.06, 0.02, 0.08], [0.13, 0.37, 0.34], [-0.07, -0.28, -0.09], [0.08, 0.00, 0.01], [-0.05, 0.00, 0.01], [0.02, -0.04, 0.00], [0.02, 0.04, 0.02], [-0.09, 0.01, -0.08], [-0.03, -0.02, -0.03], [0.03, 0.02, 0.07], [-0.01, -0.03, 0.01], [-0.01, 0.05, 0.02], [0.04, -0.02, 0.01], [-0.05, 0.00, 0.00], [-0.12, 0.10, 0.01], [0.02, 0.01, 0.02], [0.02, -0.02, 0.02], [-0.01, -0.01, 0.01], [0.03, 0.02, 0.00], [0.01, -0.01, 0.06], [-0.02, -0.01, 0.01], [0.03, 0.00, 0.00], [0.02, 0.01, 0.01], [0.00, 0.00, 0.01], [0.03, 0.04, 0.02], [-0.03, 0.02, -0.02], [0.01, -0.01, -0.02], [0.00, -0.01, -0.02], [0.02, -0.02, 0.00], [0.00, 0.02, -0.01], [0.04, -0.01, -0.07], [-0.01, 0.02, -0.01], [-0.01, -0.02, -0.01], [-0.02, -0.01, 0.03], [0.02, 0.00, 0.00], [-0.91, 1.14, -0.01], [0.05, 0.04, -0.02], [-0.01, 0.06, 0.06], [0.04, -0.03, -0.05]],
  "mulliken_charge": [2.55, -0.07, -0.02, -0.87, 0.21, 0.04, 0.93, -0.87, 0.66, -0.55, -0.46, -0.08, -1.16, -0.09, -0.09, 0.45, 0.31, 0.43, 0.45, 0.56, 0.46, 0.05, -0.59, 0.79, -0.59, -0.74, -0.55, -0.77, -0.26, 0.78, -0.84, -0.60, -0.58, -0.68, -0.37, -1.05, 0.67, -0.21, -0.76, -0.53, -0.72, -0.72, 0.79, -0.56, -0.75, -0.54, -0.75, 0.01, 0.53, 0.36, 0.45, 0.45, 0.45, 0.49, 0.40, 0.44, 0.43, 0.47, 0.44, 0.47, 0.47, 0.42, 0.44, 0.35, 0.46, 0.45, 0.43, 0.47, 0.34, -0.79, 0.37, 0.38, 0.12]
}